ORCA calculation (ωB97M-V/def2-TZVPD) on a 5-piece molecular cluster, C27H54N2O8 overall.

- SMILES = C#C[C@H](C#N)[C@@H](C#N)CCCCC.COCCOC.COCCOC.COCCOC.COCCOC
- HOMO (hartree) = -0.331
- charge = 0
- frontier orbital gap (eV) = 9.35
- E_LUMO (Ha) = 0.012

Geometry (Å):
C (1.39633, -1.10495, 5.41415)
C (1.88743, -0.95524, 4.18920)
C (1.96764, -0.47292, 2.62339)
C (3.00596, -1.52858, 1.93344)
N (3.84317, -2.26344, 1.43051)
C (2.63439, 0.98823, 2.43815)
C (3.12140, 1.06787, 0.88538)
N (3.54467, 1.12413, -0.24463)
C (1.64997, 2.24526, 2.70764)
C (0.12426, 1.86725, 3.04559)
C (-0.80960, 1.61001, 1.70101)
C (-1.68716, 0.26334, 1.80843)
C (-3.12773, 0.46181, 2.54404)
H (1.04411, -1.12098, 6.51605)
H (0.97895, -0.60709, 2.05990)
H (3.59569, 1.10284, 3.08338)
H (1.67317, 2.90995, 1.75074)
H (2.13168, 2.89880, 3.53441)
H (-0.34552, 2.81532, 3.53608)
H (-0.00977, 1.02230, 3.80950)
H (-0.13065, 1.64716, 0.77113)
H (-1.57306, 2.48755, 1.62576)
H (-1.88071, -0.09351, 0.71694)
H (-1.15171, -0.60801, 2.34873)
H (-3.42424, -0.59548, 2.93741)
H (-3.08093, 1.14253, 3.47504)
H (-3.96789, 0.79492, 1.82651)
C (4.18245, 6.58589, 2.07853)
O (4.15123, 5.16610, 2.01121)
C (5.02171, 4.65186, 1.00214)
C (6.31576, 4.11304, 1.60815)
O (7.10478, 5.16466, 2.16340)
C (6.99851, 5.22919, 3.57965)
H (3.67959, 6.89514, 2.99689)
H (5.20596, 6.96935, 2.09747)
H (3.64564, 7.00955, 1.22464)
H (5.23121, 5.41105, 0.24125)
H (4.49156, 3.82632, 0.51488)
H (6.91096, 3.65372, 0.81277)
H (6.10633, 3.34256, 2.35842)
H (7.55544, 4.40169, 4.03040)
H (5.95870, 5.19890, 3.91177)
H (7.44076, 6.17054, 3.91163)
C (-2.15923, -3.42129, 4.36000)
O (-2.73702, -2.65327, 5.40768)
C (-4.15001, -2.84450, 5.50270)
C (-4.50726, -3.78799, 6.64932)
O (-4.05271, -5.11494, 6.38842)
C (-2.86216, -5.42761, 7.10031)
H (-1.07424, -3.40256, 4.48040)
H (-2.49381, -4.46163, 4.38645)
H (-2.40934, -2.97490, 3.39267)
H (-4.56077, -3.20660, 4.55421)
H (-4.59036, -1.86214, 5.70575)
H (-5.59730, -3.83588, 6.73774)
H (-4.10922, -3.41750, 7.60028)
H (-3.09351, -5.57912, 8.15933)
H (-2.10762, -4.64539, 6.99528)
H (-2.45686, -6.35643, 6.69429)
C (-0.36234, -1.36647, -4.76079)
O (0.89247, -0.71175, -4.89453)
C (0.83578, 0.65563, -4.48964)
C (1.42952, 0.84689, -3.09550)
O (0.62467, 0.21549, -2.09914)
C (1.17252, -1.02541, -1.67024)
H (-0.20089, -2.44047, -4.87006)
H (-0.81502, -1.18173, -3.78294)
H (-1.04095, -1.03147, -5.55081)
H (-0.19081, 1.03511, -4.53411)
H (1.43538, 1.22552, -5.20788)
H (1.44336, 1.91664, -2.86362)
H (2.46111, 0.48160, -3.05507)
H (2.04344, -0.84403, -1.03360)
H (1.45655, -1.65829, -2.51333)
H (0.41370, -1.54930, -1.08451)
C (-5.68224, -1.87944, -9.25163)
O (-4.54669, -1.25298, -9.83392)
C (-3.73076, -0.59980, -8.86221)
C (-2.49592, -1.43259, -8.52431)
O (-2.85313, -2.63412, -7.84269)
C (-2.82827, -3.76866, -8.69961)
H (-6.13127, -2.53516, -10.00000)
H (-5.41198, -2.48158, -8.38014)
H (-6.41661, -1.12164, -8.96295)
H (-4.30610, -0.36767, -7.95966)
H (-3.40494, 0.34767, -9.30511)
H (-1.85973, -0.85717, -7.84416)
H (-1.91223, -1.65178, -9.42492)
H (-1.79183, -4.04789, -8.91349)
H (-3.36165, -3.58460, -9.63436)
H (-3.31414, -4.59751, -8.18106)


ORCA calculation (ωB97M-V/def2-TZVPD) on a 3-piece molecular cluster, C27H55BNO7 overall.

- HOMO (hartree) = -0.421
- charge = +1
- frontier orbital gap (eV) = 8.31
- E_LUMO (Ha) = -0.116

Geometry (Å):
C (5.22286, -4.48154, 1.73207)
C (4.36832, -3.21284, 1.83982)
C (4.64312, -2.29782, 0.61663)
C (5.77351, -1.30388, 0.94411)
C (3.37326, -1.56020, 0.26095)
C (3.06094, -0.37800, 0.91379)
C (1.91954, 0.36256, 0.61748)
C (1.63467, 1.65172, 1.29959)
C (1.06090, -0.15478, -0.34971)
O (-0.08558, 0.48105, -0.69629)
C (-1.18775, 0.09967, 0.19398)
C (-2.56232, -0.06747, -0.47133)
C (-2.50438, -0.37095, -1.95585)
C (-3.37224, -1.10116, 0.38088)
C (-4.06618, -2.18001, -0.44916)
C (-4.44089, -0.32499, 1.17162)
C (1.40146, -1.33158, -1.00730)
O (0.61923, -1.75064, -2.01365)
B (0.89988, -1.03106, -3.20992)
O (-0.11577, -0.53743, -3.95737)
O (2.22443, -0.88459, -3.60581)
N (2.51821, -2.02910, -0.68923)
C (2.73504, -3.29576, -1.41413)
C (1.64085, -4.35066, -1.13374)
C (2.15194, -5.58602, -0.38805)
O (2.62880, -6.54571, -1.32691)
H (5.07829, -5.14229, 2.57755)
H (6.26514, -4.19051, 1.63257)
H (4.96194, -5.01723, 0.82126)
H (4.66444, -2.70609, 2.75328)
H (3.31096, -3.46393, 1.90223)
H (5.02629, -2.90778, -0.19180)
H (5.71830, -0.46704, 0.24822)
H (5.67883, -0.88109, 1.93766)
H (6.74569, -1.75631, 0.78953)
H (3.70466, 0.01407, 1.68140)
H (0.63469, 2.01198, 1.10251)
H (2.31904, 2.39408, 0.88311)
H (1.86154, 1.60074, 2.35881)
H (-0.89024, -0.80890, 0.71302)
H (-1.29488, 0.86845, 0.96048)
H (-3.07064, 0.88967, -0.37326)
H (-1.85514, 0.34456, -2.44758)
H (-3.48911, -0.25493, -2.39739)
H (-2.13893, -1.36785, -2.16717)
H (-2.72401, -1.61804, 1.08838)
H (-3.37541, -2.92285, -0.83703)
H (-4.70095, -1.77442, -1.22896)
H (-4.72695, -2.72500, 0.22508)
H (-5.07938, -1.02535, 1.70155)
H (-5.03881, 0.22168, 0.44705)
H (-3.94989, 0.37501, 1.84305)
H (0.01316, 0.41864, -4.09245)
H (2.51363, 0.02760, -3.49200)
H (3.69183, -3.73638, -1.18203)
H (2.74304, -3.07688, -2.47267)
H (0.76864, -3.90711, -0.66056)
H (1.29305, -4.69687, -2.10204)
H (2.97259, -5.32319, 0.27271)
H (1.32321, -6.03551, 0.15310)
H (1.97341, -7.23732, -1.42845)
C (-5.83990, 3.80071, 4.46520)
C (-4.91667, 2.61410, 4.67900)
O (-3.88029, 2.50807, 3.71562)
C (-2.98580, 3.60191, 3.63669)
C (-2.23415, 3.88437, 4.92645)
H (-6.29074, 3.75915, 3.47286)
H (-6.63480, 3.79527, 5.21073)
H (-5.31269, 4.75182, 4.55025)
H (-5.48977, 1.69114, 4.59157)
H (-4.49730, 2.62740, 5.69067)
H (-3.51014, 4.49969, 3.29141)
H (-2.27188, 3.33863, 2.85346)
H (-2.90531, 4.16145, 5.73920)
H (-1.53274, 4.70642, 4.77978)
H (-1.67635, 3.00195, 5.24432)
C (0.57625, 4.28196, -5.28770)
C (-0.26394, 3.08509, -4.88355)
O (0.27651, 2.34258, -3.79443)
C (0.44543, 3.05020, -2.56929)
C (-0.83972, 3.61139, -1.99186)
H (1.58745, 3.96871, -5.55067)
H (0.12912, 4.77682, -6.14905)
H (0.65476, 5.01783, -4.48655)
H (-0.31978, 2.38396, -5.71606)
H (-1.29163, 3.38757, -4.66140)
H (1.20051, 3.83537, -2.68156)
H (0.85782, 2.31602, -1.87776)
H (-1.29184, 4.35797, -2.64454)
H (-0.64198, 4.08653, -1.02996)
H (-1.57034, 2.81349, -1.84450)


Q: Look up the HOMO of the second one.
A: -0.421 hartree